(1)
This record from the OMol25 dataset describes a molecular structure, C22H20ClI2IrO3PSe2. The level of theory is wB97M-V/def2-TZVPD.

Summary:
Frontier orbital gap (spin up / spin down) (Eh): 0.2613 / 0.2049
LUMO (spin up / spin down) (eV): -5.555 / -8.697
⟨S²⟩: 8.788
Molecular weight (g mol⁻¹): 1002.77

The geometry in ORCA input format:
```
! wB97M-V def2-TZVPD RIJCOSX def2/J DEFGRID3
* xyz 2 6
Ir -1.506 -2.124 -1.140
I -1.438 -4.717 0.581
C -1.801 -5.514 -1.336
I -2.912 -4.120 -2.485
H -2.370 -6.433 -1.250
H -0.854 -5.655 -1.842
Se -1.565 -0.158 -2.653
P -2.319 0.891 -0.816
Se -2.760 -0.778 0.512
C -0.993 1.934 -0.227
C -0.677 1.945 1.129
C 0.289 2.822 1.600
C 0.945 3.671 0.721
C 0.644 3.647 -0.636
C -0.327 2.784 -1.113
C -3.754 1.836 -1.277
C -3.706 2.668 -2.400
C -4.805 3.442 -2.722
C -5.946 3.394 -1.929
C -5.996 2.565 -0.818
C -4.903 1.779 -0.489
H -1.182 1.279 1.817
H 0.517 2.849 2.657
H 1.689 4.362 1.093
H 1.158 4.308 -1.320
H -0.557 2.781 -2.171
H -2.828 2.708 -3.032
H -4.777 4.081 -3.594
H -6.803 4.003 -2.183
H -6.889 2.525 -0.209
H -4.954 1.126 0.372
C 4.462 0.670 1.440
C 4.184 -0.703 1.952
C 4.525 -1.118 3.208
C 4.230 -2.427 3.627
Cl 4.667 -2.927 5.171
C 3.557 -3.350 2.778
C 3.206 -2.972 1.522
C 3.532 -1.657 1.084
O 3.271 -1.204 -0.109
C 2.685 -2.038 -1.135
C 1.174 -2.053 -1.016
O 0.567 -2.949 -1.664
O 0.582 -1.189 -0.342
H 4.867 1.294 2.232
H 3.552 1.125 1.046
H 5.181 0.636 0.619
H 5.024 -0.448 3.896
H 3.339 -4.339 3.157
H 2.685 -3.657 0.870
H 3.106 -3.040 -1.117
H 2.986 -1.556 -2.063
*
```

(2)
This record from the OMol25 dataset describes a single C22H20ClN3O3S molecule. The level of theory is wB97M-V/def2-TZVPD.

Summary:
Energy above the lowest of the compared OMol25 structures with the same formula, charge and spin (kJ/mol): 13.9
Frontier orbital gap (Eh): 0.3122
SMILES: COc1ccc(OC)c([C@H]2CC(=O)N3CN(c4cccc(Cl)c4)CSC3=C2C#N)c1
LUMO (eV): 0.397
Molecular weight (g mol⁻¹): 441.94

The geometry in ORCA input format:
```
! wB97M-V def2-TZVPD RIJCOSX def2/J DEFGRID3
* xyz 0 1
C -6.261 -0.652 -2.256
O -6.187 -0.074 -0.974
C -4.960 0.227 -0.469
C -4.934 0.735 0.828
C -3.736 1.052 1.430
C -2.531 0.875 0.758
O -1.310 1.123 1.331
C -1.253 1.998 2.434
C -2.545 0.399 -0.556
C -1.280 0.177 -1.358
C -0.267 1.322 -1.321
C 0.631 1.337 -0.112
O 1.084 2.354 0.365
N 1.048 0.101 0.351
C 1.939 0.095 1.509
N 2.988 -0.875 1.418
C 4.092 -0.632 0.585
C 5.212 -1.462 0.667
C 6.322 -1.222 -0.117
C 6.358 -0.150 -0.992
C 5.254 0.681 -1.057
Cl 5.262 2.033 -2.134
C 4.127 0.455 -0.286
C 2.488 -2.188 1.561
S 1.279 -2.629 0.205
C 0.490 -1.077 -0.107
C -0.605 -1.095 -0.902
C -1.188 -2.294 -1.327
N -1.721 -3.240 -1.705
C -3.759 0.071 -1.147
H -5.699 -1.589 -2.307
H -5.898 0.035 -3.028
H -7.317 -0.854 -2.426
H -5.866 0.863 1.354
H -3.743 1.422 2.443
H -1.910 2.861 2.294
H -1.516 1.483 3.364
H -0.221 2.344 2.484
H -1.588 0.038 -2.400
H -0.767 2.290 -1.379
H 0.395 1.235 -2.190
H 1.350 -0.127 2.410
H 2.351 1.103 1.597
H 5.225 -2.289 1.359
H 7.178 -1.876 -0.041
H 7.223 0.040 -1.606
H 3.297 1.134 -0.381
H 1.952 -2.296 2.506
H 3.259 -2.948 1.480
H -3.745 -0.315 -2.155
*
```

(3)
This record from the OMol25 dataset describes a single C22H20ClNO6S molecule. The level of theory is wB97M-V/def2-TZVPD.

Summary:
Frontier orbital gap (Eh): 0.3143
SMILES: C[C@@H](NC(=O)c1ccc(CS(=O)(=O)c2ccc(Cl)cc2)o1)c1ccc2c(c1)OCCO2
LUMO (eV): 0.113
Molecular weight (g mol⁻¹): 461.92

The geometry in ORCA input format:
```
! wB97M-V def2-TZVPD RIJCOSX def2/J DEFGRID3
* xyz 0 1
C -0.132 2.697 -2.193
C -0.306 2.531 -0.678
N -1.261 1.481 -0.405
C -2.526 1.732 0.000
O -2.984 2.847 0.157
C -3.316 0.512 0.259
C -4.663 0.362 0.448
C -4.878 -1.008 0.707
C -3.648 -1.604 0.677
C -3.230 -3.001 0.859
S -2.588 -3.652 -0.748
O -2.166 -5.006 -0.520
O -3.564 -3.402 -1.769
C -1.132 -2.653 -1.087
C -1.130 -1.812 -2.182
C 0.004 -1.074 -2.475
C 1.118 -1.183 -1.651
Cl 2.532 -0.262 -2.005
C 1.111 -2.026 -0.546
C -0.022 -2.771 -0.271
O -2.693 -0.690 0.393
C 1.025 2.268 -0.008
C 2.068 3.176 -0.175
C 3.303 2.951 0.395
C 3.538 1.801 1.138
C 2.507 0.875 1.295
C 1.257 1.127 0.743
O 2.684 -0.309 1.971
C 4.043 -0.620 2.193
C 4.793 0.615 2.689
O 4.776 1.620 1.701
H 0.397 1.843 -2.607
H 0.434 3.595 -2.419
H -1.109 2.777 -2.664
H -0.753 3.446 -0.269
H -0.992 0.534 -0.620
H -5.394 1.143 0.403
H -5.814 -1.490 0.900
H -2.406 -3.111 1.560
H -4.062 -3.638 1.140
H -2.015 -1.758 -2.797
H 0.029 -0.429 -3.339
H 1.979 -2.095 0.089
H -0.042 -3.457 0.562
H 1.909 4.079 -0.743
H 4.110 3.657 0.280
H 0.485 0.398 0.928
H 4.062 -1.420 2.934
H 4.506 -0.968 1.259
H 5.842 0.390 2.885
H 4.315 0.983 3.607
*
```

(4)
This record from the OMol25 dataset describes a molecular structure, C22H20FN5OS. The level of theory is wB97M-V/def2-TZVPD.

Summary:
Energy above the lowest of the compared OMol25 structures with the same formula, charge and spin (kJ/mol): 393.8
Frontier orbital gap (Eh): 0.2909
LUMO (eV): 0.063
Molecular weight (g mol⁻¹): 421.50

The geometry in ORCA input format:
```
! wB97M-V def2-TZVPD RIJCOSX def2/J DEFGRID3
* xyz 0 1
O -2.070 4.324 1.200
F -3.935 -2.548 1.909
N 2.031 3.007 0.847
N 6.194 -0.913 -1.100
N -1.169 -0.465 1.755
S 0.732 3.769 1.460
C -2.517 3.205 1.085
C 1.779 1.723 0.771
C 0.484 1.189 0.970
C -0.250 2.299 1.311
C 6.510 0.398 0.858
C 0.043 -0.230 1.166
C -1.668 -1.696 2.046
C 0.854 -1.371 1.042
C -0.928 -2.890 1.881
C 0.399 -2.675 1.471
C 2.804 0.309 -0.881
C 2.908 1.016 0.273
C 3.933 -0.262 -1.402
C 4.147 1.186 0.847
C 5.092 -0.306 -0.714
C 5.246 0.425 0.401
N -1.657 2.156 1.277
N 7.100 -0.442 -0.168
C -3.069 -1.799 2.675
C 8.465 -0.865 -0.068
C -5.249 3.291 -1.615
C -4.497 1.540 0.199
C -4.020 2.890 0.739
C -4.138 2.704 -0.758
H 6.952 0.910 1.733
H 1.901 -1.400 0.659
H -1.311 -3.823 2.271
H 1.020 -3.516 1.647
H 1.812 0.302 -1.356
H 3.867 -0.670 -2.407
H 4.351 2.084 1.585
H -2.035 1.283 1.557
H -2.943 -2.187 3.697
H -3.367 -0.764 2.643
H 8.595 -1.763 -0.633
H 8.737 -1.193 0.936
H 9.094 -0.111 -0.329
H -5.357 2.669 -2.556
H -4.882 4.166 -2.074
H -6.131 3.413 -0.970
H -3.746 0.766 0.358
H -5.569 1.316 0.286
H -4.790 3.422 1.351
H -3.294 2.586 -1.414
*
```

(5)
This record from the OMol25 dataset describes a single C22H20N2OS3 molecule. The level of theory is wB97M-V/def2-TZVPD.

Summary:
Energy above the lowest of the compared OMol25 structures with the same formula, charge and spin (kJ/mol): 7.8
Frontier orbital gap (Eh): 0.2618
SMILES: CCOCCSc1nc2c(c(-c3cccs3)c1C#N)CC/C2=C/c1cccs1
LUMO (eV): -0.754
Molecular weight (g mol⁻¹): 424.62

The geometry in ORCA input format:
```
! wB97M-V def2-TZVPD RIJCOSX def2/J DEFGRID3
* xyz 0 1
C -2.853 -0.402 2.737
C -2.090 -1.319 1.795
O -3.024 -2.100 1.073
C -2.470 -3.164 0.351
C -1.697 -2.731 -0.905
S 0.105 -2.982 -0.777
C 0.728 -1.351 -0.606
N -0.113 -0.337 -0.668
C 0.372 0.884 -0.467
C 1.723 1.144 -0.193
C 2.639 0.097 -0.210
C 4.068 0.312 -0.051
C 4.720 1.082 0.872
C 6.119 1.067 0.712
C 6.516 0.305 -0.340
S 5.195 -0.433 -1.146
C 2.117 -1.196 -0.415
C 2.936 -2.340 -0.362
N 3.581 -3.286 -0.284
C 1.951 2.599 0.058
C 0.562 3.238 -0.111
C -0.396 2.109 -0.415
C -1.725 2.302 -0.520
C -2.725 1.365 -0.942
C -2.668 0.398 -1.910
C -3.893 -0.270 -2.101
C -4.875 0.189 -1.281
S -4.333 1.465 -0.275
H -2.156 0.211 3.301
H -3.453 -0.991 3.425
H -3.516 0.243 2.167
H -1.479 -0.722 1.104
H -1.419 -1.981 2.366
H -3.327 -3.774 0.055
H -1.817 -3.771 0.998
H -2.006 -3.314 -1.770
H -1.849 -1.670 -1.095
H 4.221 1.608 1.665
H 6.798 1.604 1.351
H 7.511 0.128 -0.696
H 2.686 3.008 -0.639
H 2.335 2.761 1.067
H 0.256 3.774 0.789
H 0.555 3.955 -0.934
H -2.102 3.287 -0.267
H -1.782 0.210 -2.488
H -4.038 -1.059 -2.817
H -5.889 -0.149 -1.202
*
```